Record 1
{"formula": "C5H13N2", "method": "ωB97M-V/def2-TZVPD", "species": ["C", "C", "C", "C", "C", "N", "N", "H", "H", "H", "H", "H", "H", "H", "H", "H", "H", "H", "H", "H"], "xyz": [[2.84, 0.29, 0.91], [2.58, -1.02, 0.69], [-0.52, -0.02, 1.09], [-1.86, 0.61, -1.22], [-0.75, -0.11, -0.46], [0.15, -0.88, -1.12], [-2.70, 1.35, -0.35], [2.83, 0.80, 1.91], [3.10, 0.97, 0.19], [2.29, -1.64, 1.51], [-0.79, 0.92, 1.46], [-1.23, -0.73, 1.45], [0.54, -0.30, 1.27], [-1.34, 1.31, -1.95], [-2.26, -0.28, -1.84], [-0.03, -1.09, -2.15], [1.05, -1.24, -0.59], [2.64, -1.61, -0.31], [-3.15, 0.77, 0.37], [-3.39, 1.90, -0.84]], "multiplicity": 1, "e_homo_ev": -13.876, "total_charge": 1, "largest_force_ev_per_a": 3.670}


Record 2
{"formula": "C5H13N2", "method": "ωB97M-V/def2-TZVPD", "species": ["C", "C", "C", "N", "C", "C", "N", "H", "H", "H", "H", "H", "H", "H", "H", "H", "H", "H", "H", "H"], "xyz": [[-0.73, 1.11, 1.26], [-0.16, -0.23, 0.68], [0.78, -1.00, 1.35], [1.40, -0.63, 2.48], [-0.66, -0.58, -0.70], [-0.18, 0.60, -1.52], [-0.39, 0.46, -2.91], [-0.32, 1.97, 0.69], [-1.81, 0.99, 1.48], [-0.33, 1.23, 2.29], [1.37, -1.82, 0.76], [2.15, -1.28, 2.70], [0.80, -0.58, 3.31], [-1.76, -0.60, -0.75], [-0.23, -1.53, -1.15], [-0.70, 1.45, -1.21], [0.89, 0.84, -1.45], [-1.41, 0.50, -3.17], [0.02, 1.16, -3.55], [-0.01, -0.39, -3.28]], "multiplicity": 1, "smiles": "C/C(=C\\N)CC[NH3+]", "e_homo_ev": -11.247, "total_charge": 1, "largest_force_ev_per_a": 4.685}


Relative energy (zero: lowest compared OMol25 entry of this formula, charge and spin) values (in kJ/mol) by entry order: 322.1, 255.0.
Kohn-Sham gap values (in eV) by entry order: 9.51, 7.49.